Record 1
# C24H37FN2O2

The molecule C24H37FN2O2 (ωB97M-V/def2-TZVPD, the Open Molecules 2025 dataset).

Results
2S+1	1
HOMO level	-9.06	eV
frontier orbital gap	0.3555	Ha
relative energy (zero: lowest compared OMol25 entry of this formula, charge and spin)	16.2	kJ/mol
SMILES	Cc1cc(C(=O)N(C)CCCCCCNC(=O)C[C@H]2CCCC[C@@H]2C)ccc1F
LUMO energy	0.022	hartree

The geometry in XYZ format:
```
66
Properties=species:S:1:pos:R:3:mulliken_charge:R:1
C -3.309 -0.284 -3.510 -1.605
C -3.000 -1.006 -2.231 0.730
C -3.489 -0.593 -0.997 -0.092
C -3.187 -1.280 0.174 0.285
C -3.763 -0.884 1.505 0.353
O -4.268 -1.732 2.222 -0.669
N -3.730 0.437 1.868 0.164
C -4.327 0.766 3.151 -1.031
C -2.740 1.387 1.370 -0.935
C -1.496 1.488 2.253 -0.749
C -0.865 0.121 2.486 0.183
C 0.592 0.179 2.919 -0.624
C 1.218 -1.207 3.014 -0.457
C 2.742 -1.186 2.954 -1.289
N 3.227 -0.726 1.660 0.062
C 3.192 -1.537 0.571 0.123
O 2.836 -2.702 0.650 -0.674
C 3.675 -0.930 -0.736 -0.780
C 3.105 0.432 -1.161 0.588
C 4.066 1.096 -2.153 -1.262
C 3.570 2.458 -2.623 -0.709
C 2.179 2.343 -3.237 -0.836
C 1.215 1.692 -2.253 -0.850
C 1.699 0.323 -1.772 0.535
C 0.677 -0.277 -0.813 -0.730
C -2.400 -2.423 0.118 -0.787
C -1.888 -2.855 -1.094 -0.896
C -2.196 -2.136 -2.230 0.778
F -1.689 -2.551 -3.412 -0.439
H -2.405 0.142 -3.949 0.285
H -3.734 -0.962 -4.251 0.354
H -4.017 0.523 -3.331 0.412
H -4.127 0.283 -0.952 0.379
H -5.225 0.174 3.291 0.369
H -3.650 0.554 3.985 0.311
H -4.573 1.828 3.160 0.314
H -2.429 1.070 0.379 0.228
H -3.222 2.364 1.266 0.353
H -0.785 2.135 1.728 0.303
H -1.716 1.982 3.203 0.424
H -1.454 -0.451 3.210 0.756
H -0.910 -0.447 1.551 -0.534
H 1.141 0.770 2.175 0.032
H 0.696 0.713 3.870 0.585
H 0.892 -1.708 3.929 0.509
H 0.872 -1.824 2.179 0.215
H 3.157 -0.529 3.721 0.478
H 3.135 -2.189 3.116 0.384
H 3.484 0.237 1.539 0.341
H 4.764 -0.845 -0.651 0.461
H 3.477 -1.674 -1.509 0.286
H 3.028 1.093 -0.285 0.165
H 5.054 1.189 -1.694 0.408
H 4.183 0.432 -3.018 0.332
H 3.528 3.141 -1.767 0.300
H 4.274 2.891 -3.336 0.386
H 1.809 3.325 -3.541 0.393
H 2.236 1.732 -4.145 0.310
H 1.094 2.345 -1.378 0.329
H 0.223 1.584 -2.700 0.287
H 1.785 -0.334 -2.648 0.325
H 0.632 0.321 0.102 -0.321
H -0.320 -0.271 -1.260 -0.051
H 0.908 -1.306 -0.537 0.529
H -2.198 -2.970 1.030 0.497
H -1.255 -3.729 -1.173 0.479
```


Record 2
# C24H37N5O2RuSSbSe4

C24H37N5O2RuSSbSe4 as an isolated structure in a non-equilibrium geometry (ωB97M-V/def2-TZVPD, the Open Molecules 2025 dataset).

Results
2S+1	6
HOMO level (spin up / spin down)	-6.43 / -6.50	eV
frontier orbital gap (spin up / spin down)	0.2281 / 0.1891	Ha
LUMO energy (spin up / spin down)	-0.008 / -0.050	hartree

The geometry in XYZ format:
```
75
Properties=species:S:1:pos:R:3:mulliken_charge:R:1
Ru 0.724 -0.840 -1.273 1.039
C -0.414 2.383 3.867 -1.405
C 0.176 1.458 2.770 -0.082
N 1.388 1.877 2.121 0.201
C 2.430 2.623 2.836 -0.731
C 2.705 3.971 2.240 -1.060
C 1.604 1.511 0.857 0.200
S 0.270 1.016 -0.207 -0.438
N 2.853 1.561 0.446 -0.079
C 3.410 0.700 -0.395 0.069
O 2.969 -0.313 -1.003 -0.497
C 4.898 1.019 -0.648 0.510
C 5.446 2.294 -0.388 -0.271
C 6.758 2.567 -0.731 -0.574
C 7.497 1.573 -1.380 -0.492
C 7.026 0.254 -1.380 -0.533
C 5.684 -0.013 -1.092 -0.459
H -0.240 2.026 4.872 0.349
H -1.497 2.480 3.693 0.364
H 0.050 3.350 3.767 0.360
H -0.600 1.434 1.985 0.350
H 0.252 0.423 3.205 0.070
H 3.341 1.969 2.918 0.442
H 2.116 2.688 3.873 0.577
H 2.390 4.848 2.941 0.336
H 2.019 4.161 1.350 0.278
H 3.743 4.132 2.001 0.273
H 4.683 3.007 -0.026 0.312
H 7.194 3.531 -0.540 0.422
H 8.449 1.820 -1.817 0.391
H 7.630 -0.579 -1.742 0.358
H 5.195 -0.961 -1.244 0.419
O -0.333 -2.716 4.396 -0.468
C -1.310 -3.562 3.800 -0.332
C -1.784 -2.739 2.608 -1.119
C -0.650 -2.236 1.656 0.263
C 0.331 -3.166 0.978 0.232
C 0.304 -4.523 1.179 -0.625
C 1.124 -5.421 0.440 -0.704
C 2.000 -4.840 -0.451 -0.701
C 1.979 -3.452 -0.673 -0.031
N 1.101 -2.608 -0.059 0.078
H 0.024 -3.074 5.189 0.267
H -2.183 -3.768 4.459 0.371
H -0.878 -4.525 3.409 0.317
H -2.304 -1.868 3.086 0.400
H -2.593 -3.277 2.029 0.311
H 0.036 -1.548 2.194 -0.006
H -1.155 -1.607 0.916 0.231
H -0.504 -4.838 1.796 0.442
H 0.996 -6.478 0.747 0.388
H 2.777 -5.368 -0.970 0.412
H 2.730 -3.045 -1.321 0.393
N -4.718 0.156 -2.998 0.449
C -5.040 0.606 -1.591 -0.427
C -5.636 2.032 -1.582 -0.770
N -6.736 2.237 -2.464 -0.319
C -6.403 1.750 -3.767 -0.686
C -5.960 0.326 -3.811 -0.503
H -4.348 -0.834 -2.968 0.260
H -4.010 0.753 -3.500 -0.410
H -4.097 0.654 -0.998 0.258
H -5.630 -0.176 -1.211 0.434
H -4.786 2.674 -1.925 0.352
H -5.892 2.378 -0.586 0.422
H -7.586 1.781 -2.149 0.277
H -5.622 2.426 -4.157 0.304
H -7.293 1.970 -4.380 0.374
H -5.701 -0.012 -4.836 0.405
H -6.812 -0.254 -3.478 0.369
Se -2.431 1.641 -4.763 -0.615
Sb -0.827 -0.361 -4.294 0.554
Se 1.438 0.406 -3.351 -0.341
Se -1.528 -1.743 -2.260 -0.600
Se -0.241 -1.721 -6.216 -0.601
```


no.,M (g/mol)
1,404.57
2,998.33